# 1
{"formula": "C24H47F5N4O4SSi2", "method": "ωB97M-V with the def2-TZVPD basis set", "symbols": ["C", "C", "O", "C", "Si", "C", "C", "C", "C", "N", "C", "C", "O", "C", "N", "O", "Si", "C", "C", "C", "C", "C", "C", "C", "S", "C", "N", "N", "C", "O", "C", "C", "C", "C", "F", "F", "C", "F", "F", "F", "H", "H", "H", "H", "H", "H", "H", "H", "H", "H", "H", "H", "H", "H", "H", "H", "H", "H", "H", "H", "H", "H", "H", "H", "H", "H", "H", "H", "H", "H", "H", "H", "H", "H", "H", "H", "H", "H", "H", "H", "H", "H", "H", "H", "H", "H", "H"], "positions_angstrom": [[5.4117, -1.2760, 2.4931], [4.2227, -1.7552, 1.6522], [3.5718, -2.7785, 2.4081], [3.2645, -0.6082, 1.3224], [1.7630, -1.1283, 0.2989], [2.1232, -2.7227, -0.6271], [0.9755, -2.9630, -1.6539], [1.3918, -2.6252, -3.0886], [0.4906, -3.2336, -4.1599], [0.2672, -4.6742, -3.9593], [0.2276, -1.4387, 1.3545], [0.4146, -1.3941, 2.8842], [-0.2315, -2.5330, 3.4921], [-0.1993, -0.1454, 3.5239], [0.8343, 0.8065, 3.9349], [1.4380, -0.0149, -0.9067], [1.2457, 1.6022, -0.5573], [-0.5588, 2.0835, -0.7213], [-1.3934, 2.0109, 0.5784], [-2.5637, 3.0074, 0.5839], [-3.6583, 2.6147, -0.4227], [-4.9149, 2.0420, 0.2380], [-6.0501, 1.8633, -0.7887], [-6.9303, 0.6490, -0.5209], [-7.7934, 0.8986, 1.0494], [-8.4067, -0.7010, 1.2739], [-7.9944, -1.7967, 0.7328], [-8.8112, -2.7986, 1.2404], [-9.6233, -2.2236, 2.0440], [-9.4422, -0.8849, 2.1210], [2.2311, 2.5630, -1.8493], [3.2853, 1.7450, -2.6113], [4.6142, 1.5435, -1.8887], [5.4267, 2.8064, -1.6369], [4.9446, 3.8893, -2.2761], [6.6999, 2.6327, -2.0831], [5.5545, 3.1668, -0.1391], [5.9539, 4.4090, 0.0261], [6.4189, 2.3701, 0.4536], [4.3911, 3.0328, 0.4827], [5.2191, -1.5363, 3.5340], [6.3392, -1.7622, 2.2030], [5.5215, -0.1952, 2.4479], [4.6157, -2.1995, 0.7339], [3.0126, -3.2910, 1.8165], [3.8410, 0.1593, 0.8052], [2.9419, -0.1794, 2.2739], [2.1314, -3.5710, 0.0590], [3.0689, -2.6714, -1.1648], [0.1241, -2.3181, -1.4070], [0.6138, -3.9841, -1.5702], [1.3387, -1.5396, -3.1888], [2.4177, -2.9565, -3.2479], [0.9965, -3.1227, -5.1189], [-0.4515, -2.6796, -4.2218], [-0.4845, -4.8218, -3.3012], [-0.0046, -5.0953, -4.8362], [-0.1290, -2.4378, 1.0985], [-0.5779, -0.7596, 1.0726], [1.4632, -1.4352, 3.1730], [0.4062, -3.2478, 3.5610], [-0.9474, 0.2981, 2.8593], [-0.7260, -0.4773, 4.4163], [1.4304, 1.0665, 3.1601], [0.4239, 1.6515, 4.3060], [1.7452, 1.9102, 0.8078], [-0.9980, 1.4267, -1.4731], [-0.5616, 3.1064, -1.1067], [-1.8446, 1.0185, 0.6370], [-0.7590, 2.1817, 1.4480], [-3.0091, 2.9608, 1.5797], [-2.1877, 4.0106, 0.3950], [-3.9472, 3.4815, -1.0212], [-3.2923, 1.8638, -1.1257], [-5.2327, 2.6978, 1.0456], [-4.6800, 1.0534, 0.6392], [-6.6512, 2.7721, -0.8226], [-5.6088, 1.7071, -1.7742], [-7.6738, 0.5150, -1.3033], [-6.3280, -0.2542, -0.4645], [-10.3870, -2.7014, 2.6297], [1.5041, 2.9219, -2.5826], [2.6600, 3.4622, -1.4089], [3.4947, 2.2450, -3.5598], [2.8869, 0.7665, -2.8730], [5.2496, 0.8890, -2.4830], [4.4438, 1.0304, -0.9441]], "forces_ev_per_angstrom": [[-0.32, -0.16, 0.22], [0.39, 0.17, 0.10], [-0.12, -0.10, 0.10], [-0.15, -0.22, 0.03], [0.15, -0.54, -0.26], [-0.70, 0.28, -0.28], [0.05, 0.36, 0.09], [-0.37, -0.18, 0.25], [0.08, -0.26, 0.02], [0.23, 0.30, -0.05], [0.32, 0.19, 0.14], [-0.41, -0.32, 0.18], [-0.06, 0.13, -0.07], [0.05, 0.09, 0.17], [0.10, -0.18, 0.01], [0.14, 0.27, 0.84], [-0.10, 0.22, -0.85], [0.16, -0.14, 0.64], [-0.25, 0.34, -0.65], [0.04, -0.79, 0.03], [-0.19, 0.28, 0.08], [0.02, -0.16, -0.65], [0.21, -0.12, 0.28], [0.07, 0.13, -0.09], [-0.12, 0.23, 0.17], [0.26, -0.13, -0.24], [-0.02, 0.18, -0.09], [-0.12, -0.11, 0.12], [0.05, -0.44, -0.11], [-0.08, 0.08, 0.15], [-0.13, -0.35, 0.00], [0.13, 0.53, -0.22], [-0.20, -0.25, -0.10], [0.15, -0.38, 0.21], [-0.25, 0.22, -0.17], [0.18, 0.04, -0.08], [-0.10, 0.09, -0.49], [0.35, 0.85, -0.01], [0.61, -0.73, 0.36], [-0.87, -0.08, 0.29], [-0.03, 0.03, 0.04], [0.08, 0.02, -0.05], [0.15, 0.05, -0.15], [-0.10, 0.03, -0.15], [0.05, -0.04, -0.05], [-0.06, 0.13, -0.06], [0.08, 0.15, 0.02], [0.26, -0.06, 0.04], [0.19, -0.15, 0.12], [-0.14, -0.11, 0.01], [0.13, -0.16, -0.11], [0.32, 0.08, -0.10], [0.07, -0.02, -0.08], [-0.07, 0.09, -0.08], [-0.04, 0.11, 0.02], [-0.07, -0.12, 0.00], [-0.10, -0.11, 0.02], [0.00, -0.07, -0.06], [-0.03, 0.01, -0.11], [0.10, 0.07, -0.04], [0.05, 0.00, -0.02], [-0.02, -0.05, -0.08], [0.01, 0.00, 0.08], [-0.06, 0.14, -0.11], [-0.01, 0.07, 0.00], [-0.06, -0.14, 0.10], [0.01, 0.14, -0.25], [-0.09, 0.05, -0.10], [0.21, -0.14, 0.30], [-0.01, -0.09, 0.14], [0.03, 0.36, 0.10], [-0.02, 0.14, 0.09], [-0.01, 0.03, -0.05], [0.13, 0.05, -0.10], [-0.04, -0.09, 0.19], [0.05, 0.06, 0.33], [-0.06, 0.05, -0.19], [-0.03, 0.11, -0.11], [-0.05, -0.01, -0.02], [0.00, -0.05, 0.11], [-0.09, 0.18, 0.09], [-0.09, 0.01, 0.00], [0.04, 0.05, 0.03], [0.02, -0.01, -0.02], [0.00, -0.10, 0.09], [0.05, -0.01, -0.04], [0.07, 0.01, 0.10]], "e_tot_ha": -2939.27974, "e_homo_ev": -9.06, "orbital_gap_ev": 9.60, "lumo_energy_ev": 0.5394}



# 2
{"formula": "C24H47F6N3O8S3", "method": "ωB97M-V with the def2-TZVPD basis set", "symbols": ["C", "C", "N", "C", "C", "C", "S", "S", "C", "C", "C", "C", "F", "O", "S", "O", "O", "O", "C", "C", "F", "F", "C", "F", "F", "F", "H", "H", "H", "H", "H", "H", "H", "H", "H", "H", "H", "H", "H", "H", "H", "H", "H", "C", "O", "C", "C", "N", "C", "C", "O", "C", "H", "H", "H", "H", "H", "H", "H", "H", "H", "H", "H", "H", "H", "H", "H", "C", "O", "C", "C", "N", "C", "C", "O", "C", "H", "H", "H", "H", "H", "H", "H", "H", "H", "H", "H", "H", "H", "H", "H"], "positions_angstrom": [[-1.2936, -1.9075, 1.4276], [-1.4546, -1.9602, -0.0897], [-0.4496, -2.7349, -0.8420], [-0.2501, -4.1129, -0.3555], [0.1628, -5.0521, -1.5018], [0.7490, -2.0322, -1.1228], [0.9987, -1.3038, -2.5515], [1.9973, -2.0082, 0.1537], [3.5037, -2.2754, -0.8085], [4.6822, -2.3544, 0.1541], [6.0774, -2.3049, -0.5093], [6.8346, -3.6086, -0.7748], [8.1831, -3.2986, -0.5328], [6.4594, -4.6200, 0.1109], [7.1025, -6.0438, -0.3146], [6.1202, -7.0275, -0.0141], [8.4502, -6.1568, 0.1289], [7.0922, -5.7153, -1.8769], [6.9350, -4.3177, -2.1652], [5.8446, -4.2654, -3.2531], [5.4103, -2.9889, -3.4143], [6.4478, -4.6425, -4.4158], [4.6090, -5.2153, -3.0713], [3.5255, -4.6557, -3.6034], [4.3543, -5.4376, -1.7735], [4.8196, -6.3783, -3.6545], [-2.1680, -1.3993, 1.8504], [-1.2412, -2.9010, 1.8799], [-0.4247, -1.3121, 1.7140], [-1.4184, -0.9390, -0.4833], [-2.4350, -2.3648, -0.3629], [0.5071, -4.1372, 0.4343], [-1.1997, -4.4315, 0.0854], [0.4494, -4.4663, -2.3774], [-0.6705, -5.6966, -1.7992], [0.9866, -5.7062, -1.2054], [3.6211, -1.4813, -1.5475], [3.3628, -3.2094, -1.3411], [4.6370, -1.4733, 0.8052], [4.5984, -3.2293, 0.8010], [6.7400, -1.7948, 0.1965], [6.0631, -1.6998, -1.4166], [7.8593, -3.9684, -2.6320], [-0.9011, 1.6994, 0.8944], [-0.2250, 1.0787, 1.9763], [0.9854, 1.7193, 2.3514], [0.8583, 2.3105, 3.7373], [-0.0740, 3.4287, 3.7365], [-0.4117, 3.9424, 5.0582], [-1.1718, 3.0178, 6.0015], [-2.4806, 2.7063, 5.5637], [-2.5962, 1.5693, 4.7301], [-1.7632, 1.0838, 0.6551], [-1.2568, 2.7019, 1.1465], [-0.2591, 1.7617, 0.0103], [1.2532, 2.4921, 1.6253], [1.7794, 0.9654, 2.3535], [1.8379, 2.6672, 4.0695], [0.5521, 1.4987, 4.4130], [-0.9253, 3.1416, 3.2703], [-1.0153, 4.8425, 4.9191], [0.5134, 4.2541, 5.5540], [-1.2867, 3.5396, 6.9552], [-0.6172, 2.0941, 6.2076], [-1.8468, 0.8125, 4.9793], [-2.5013, 1.8190, 3.6692], [-3.5877, 1.1459, 4.8910], [-7.7937, 4.2139, -1.0041], [-7.2138, 3.7609, -2.2103], [-6.7931, 4.7999, -3.0860], [-5.2920, 4.7722, -3.2626], [-4.6177, 5.1407, -2.0261], [-3.1688, 4.9824, -2.0504], [-2.6111, 3.5728, -2.2019], [-2.8849, 2.7284, -1.0984], [-4.1039, 2.0117, -1.1610], [-8.1369, 3.3346, -0.4622], [-7.0763, 4.7571, -0.3790], [-8.6524, 4.8650, -1.1953], [-7.1135, 5.7732, -2.7035], [-7.2720, 4.6395, -4.0561], [-5.0130, 5.4863, -4.0429], [-5.0185, 3.7681, -3.6174], [-4.9970, 4.5839, -1.2707], [-2.7754, 5.3972, -1.1191], [-2.7693, 5.5963, -2.8641], [-1.5220, 3.6538, -2.2581], [-2.9423, 3.0922, -3.1300], [-4.3762, 1.7737, -2.1924], [-4.9300, 2.5550, -0.6939], [-3.9647, 1.0777, -0.6140]], "forces_ev_per_angstrom": [[-0.08, 0.08, -0.01], [-0.16, 0.24, -0.32], [0.39, 0.11, 0.59], [0.05, 0.01, -0.07], [-0.24, -0.06, 0.11], [-0.11, -0.20, -0.29], [-0.14, 0.03, 0.10], [-0.21, -0.24, 0.06], [0.20, 0.02, -0.16], [0.18, 0.21, -0.12], [-0.16, -0.09, 0.28], [0.37, 0.13, -0.19], [-0.34, -0.12, 0.01], [0.25, 0.07, 0.16], [-0.22, -0.33, 0.45], [0.67, 0.39, -0.22], [-0.75, 0.08, -0.18], [0.12, 0.07, -0.01], [-0.09, -0.37, -0.17], [0.18, 0.24, -0.18], [0.11, -0.36, 0.15], [-0.24, 0.23, 0.33], [-0.14, 0.16, 0.28], [0.02, 0.06, -0.12], [0.07, 0.24, 0.00], [0.10, -0.20, -0.11], [0.10, -0.06, -0.03], [0.04, 0.08, -0.06], [-0.01, -0.16, 0.02], [-0.06, -0.12, -0.04], [0.09, -0.04, 0.09], [-0.15, -0.05, 0.04], [0.13, 0.05, -0.08], [0.11, -0.10, 0.06], [0.11, 0.13, -0.02], [-0.02, 0.11, -0.08], [0.02, 0.03, 0.17], [0.00, -0.12, -0.14], [0.00, -0.15, -0.02], [-0.01, 0.04, -0.03], [-0.04, -0.06, -0.16], [0.03, -0.08, -0.01], [-0.21, 0.09, -0.04], [0.08, -0.09, 0.08], [-0.07, 0.15, -0.09], [0.14, -0.10, 0.04], [-0.12, 0.07, 0.02], [-0.02, -0.11, 0.05], [-0.01, 0.07, -0.09], [0.05, 0.02, 0.12], [-0.02, -0.03, -0.06], [-0.08, 0.04, 0.04], [-0.04, -0.03, 0.01], [0.04, 0.03, -0.03], [-0.03, 0.02, -0.02], [-0.02, 0.05, 0.02], [-0.02, 0.00, -0.03], [0.01, 0.01, 0.01], [0.07, -0.02, 0.01], [-0.01, 0.03, -0.03], [0.01, 0.00, 0.01], [0.02, -0.01, 0.01], [-0.02, -0.01, 0.00], [0.01, 0.00, -0.06], [0.02, -0.01, -0.02], [0.06, -0.03, 0.00], [0.00, 0.01, 0.01], [-0.03, -0.04, -0.04], [0.07, 0.02, 0.09], [-0.07, 0.01, -0.09], [0.06, -0.04, 0.11], [-0.02, -0.12, -0.05], [-0.06, 0.09, 0.07], [0.14, 0.01, -0.07], [-0.10, 0.00, 0.00], [0.08, -0.04, 0.08], [0.01, -0.01, 0.00], [-0.01, 0.04, -0.02], [-0.01, 0.01, 0.01], [0.04, 0.02, 0.01], [-0.02, -0.01, 0.02], [0.02, 0.00, -0.01], [-0.01, 0.02, -0.07], [-0.01, 0.02, 0.03], [0.02, 0.00, -0.01], [0.00, 0.00, -0.02], [0.00, -0.02, 0.01], [-0.06, 0.02, 0.01], [-0.02, 0.00, -0.02], [-0.03, 0.02, -0.06], [0.01, 0.00, -0.01]], "e_tot_ha": -3502.48407, "e_homo_ev": -8.59, "smiles": "CCN(CC)C(=S)SCCC[C@@]1(F)OS(=O)(=O)O[C@H]1C(F)(F)C(F)(F)F.COCCNCCOC.COCCNCCOC", "orbital_gap_ev": 8.23, "lumo_energy_ev": -0.3539}



# 3
{"formula": "C24H47N6O4S", "method": "ωB97M-V with the def2-TZVPD basis set", "symbols": ["C", "C", "O", "C", "N", "C", "N", "C", "C", "C", "C", "C", "C", "C", "C", "S", "C", "N", "N", "C", "O", "N", "C", "C", "C", "C", "O", "N", "C", "C", "C", "C", "H", "H", "H", "H", "H", "H", "H", "H", "H", "H", "H", "H", "H", "H", "H", "H", "H", "H", "H", "H", "H", "H", "H", "H", "H", "H", "H", "H", "H", "H", "H", "H", "H", "H", "H", "H", "H", "H", "H", "H", "H", "C", "C", "O", "H", "H", "H", "H", "H", "H"], "positions_angstrom": [[-0.8425, 4.6727, -7.2288], [-0.1145, 3.9873, -6.0700], [-0.7539, 4.2134, -4.8233], [-1.9475, 3.4955, -4.6629], [-2.0828, 3.1184, -3.2710], [-1.3024, 2.1722, -2.7421], [-0.4475, 1.4695, -3.5021], [0.0861, 0.5742, -2.6795], [1.0722, -0.4562, -3.1509], [2.5669, -0.1675, -2.8293], [3.2131, -1.0223, -1.7002], [3.6748, -0.1651, -0.5013], [3.8997, -0.9287, 0.8266], [2.7785, -0.7079, 1.8486], [3.1742, -1.0817, 3.2754], [2.0200, -0.4048, 4.5058], [0.5582, -1.2474, 4.0945], [-0.5768, -0.7323, 3.7034], [-1.4707, -1.7743, 3.5833], [-0.8108, -2.8491, 3.8963], [0.4679, -2.6020, 4.2266], [-0.4097, 0.6955, -1.4461], [-0.0905, -0.2114, -0.3593], [-1.1911, -1.2764, -0.1040], [-0.6194, -2.7133, -0.0321], [-1.4578, -3.7242, -0.8210], [-0.7528, -4.9711, -0.7997], [-1.2875, 1.7700, -1.4481], [-2.0976, 2.3197, -0.3341], [-1.6353, 1.9568, 1.0745], [-2.1701, 3.8747, -0.4039], [-0.8265, 4.5763, -0.7205], [-1.0308, 5.7124, -6.9458], [-1.8047, 4.1969, -7.4361], [-0.2420, 4.6565, -8.1385], [0.8919, 4.4067, -5.9915], [-0.0004, 2.9120, -6.2563], [-1.9766, 2.6113, -5.3065], [-2.8038, 4.1385, -4.8938], [-2.7682, 3.5938, -2.7172], [0.9405, -0.4904, -4.2350], [0.7777, -1.4438, -2.7795], [3.1016, -0.4140, -3.7510], [2.7265, 0.8945, -2.6369], [4.0669, -1.5655, -2.1067], [2.5108, -1.7830, -1.3351], [2.9709, 0.6610, -0.3479], [4.6277, 0.2931, -0.7882], [4.8388, -0.5696, 1.2614], [4.0093, -1.9995, 0.6298], [1.9213, -1.3362, 1.5688], [2.4201, 0.3251, 1.8210], [3.2416, -2.1638, 3.4119], [4.1334, -0.6220, 3.5328], [-1.2053, -3.8547, 3.8941], [0.1873, 0.3331, 0.5392], [0.8107, -0.7409, -0.6641], [-1.7244, -1.0800, 0.8240], [-1.9015, -1.2308, -0.9355], [-0.5757, -3.0707, 0.9998], [0.3982, -2.7806, -0.4304], [-1.5727, -3.3936, -1.8583], [-2.4297, -3.8750, -0.3420], [-0.8337, -5.4014, -1.6538], [-3.1222, 1.9449, -0.4630], [-1.6521, 0.9014, 1.3104], [-0.6112, 2.3161, 1.2438], [-2.2724, 2.4618, 1.7984], [-2.4770, 4.1897, 0.5959], [-2.9834, 4.2035, -1.0566], [0.0114, 3.8878, -0.6014], [-0.6878, 5.4187, -0.0410], [-0.8249, 4.9850, -1.7318], [-0.9279, -3.8776, 7.0680], [-1.1812, -4.2710, 8.5122], [-1.7340, -5.5770, 8.6198], [-1.8583, -3.9293, 6.4995], [-0.5292, -2.8635, 7.0015], [-0.2126, -4.5609, 6.6013], [-1.9066, -3.5980, 8.9660], [-0.2550, -4.2100, 9.0930], [-1.1050, -6.2017, 8.2465]], "forces_ev_per_angstrom": [[-0.08, -0.01, 0.46], [0.24, 0.21, -0.76], [-0.02, -0.27, 0.12], [0.05, 0.43, -0.05], [-0.28, -0.08, -0.08], [0.15, -0.13, -0.21], [-0.05, 0.01, 0.28], [-0.27, 0.15, -0.36], [-0.08, 0.06, 0.17], [0.19, -0.72, -0.18], [-0.45, 0.46, 0.41], [0.34, -0.29, -0.19], [-0.03, 0.40, -0.11], [-0.23, -0.48, -0.16], [-0.16, 0.05, -0.25], [0.02, 0.09, 0.21], [-0.77, 0.16, -0.42], [0.94, 0.00, 0.16], [0.36, -0.84, 0.14], [-0.68, 0.66, -0.35], [-0.02, 0.00, 0.05], [0.75, -0.07, 0.10], [-0.31, -0.71, 0.71], [0.44, -0.25, -0.07], [-0.28, -0.17, -0.14], [0.58, -0.37, 0.19], [0.00, 0.27, 0.07], [0.05, 0.00, -0.46], [-0.79, 0.46, 0.46], [0.76, -0.04, -0.09], [0.47, 0.01, 0.13], [-0.58, 0.10, 0.02], [0.03, -0.06, -0.15], [0.07, 0.02, -0.05], [-0.02, -0.05, 0.04], [-0.15, -0.03, 0.22], [-0.10, 0.01, 0.13], [0.11, -0.01, 0.08], [-0.02, -0.17, 0.03], [0.08, -0.01, 0.09], [-0.05, 0.10, 0.16], [0.07, 0.09, 0.03], [-0.03, 0.28, 0.09], [-0.05, 0.01, -0.06], [-0.04, -0.03, 0.08], [0.01, 0.00, -0.16], [0.00, -0.06, 0.06], [-0.19, 0.13, 0.01], [-0.07, -0.17, 0.01], [0.13, 0.06, 0.04], [-0.05, 0.14, 0.00], [0.19, 0.04, 0.07], [0.15, 0.14, -0.02], [-0.10, -0.13, 0.09], [0.28, 0.04, 0.08], [-0.09, 0.07, -0.07], [-0.03, 0.28, -0.19], [-0.14, 0.14, -0.07], [-0.06, 0.08, 0.09], [0.09, 0.13, -0.02], [-0.03, 0.13, 0.00], [-0.21, 0.13, 0.09], [-0.11, 0.22, -0.21], [-0.09, -0.06, 0.02], [0.21, -0.11, -0.07], [-0.16, -0.09, 0.00], [-0.18, 0.00, 0.02], [-0.08, -0.04, -0.15], [-0.14, -0.14, -0.16], [0.15, 0.06, 0.07], [0.05, 0.12, -0.02], [0.10, -0.13, -0.05], [0.19, -0.18, 0.01], [-0.07, -0.05, -0.04], [0.10, -0.16, -0.04], [-0.05, 0.10, -0.04], [-0.02, 0.04, 0.04], [0.02, 0.00, 0.01], [0.06, 0.04, 0.03], [-0.02, -0.02, 0.03], [-0.01, 0.09, 0.00], [0.00, -0.03, 0.04]], "e_tot_ha": -1970.09017, "e_homo_ev": -11.56, "orbital_gap_ev": 9.54, "lumo_energy_ev": -2.0199, "charge": 1}